Record 1
33
Properties=species:S:1:pos:R:3:forces:R:3 method="wB97M-V/def2-TZVPD" charge=0 relative_energy_ev=1.7999 e_homo_ev=-9.47 lumo_energy_ha=-0.03014 smiles=O.O.O.O.O.O.O.O.O.O.O energy_ev=-22879.7140 gap_ev=8.6
O 6.47304 15.95014 17.93459 -0.370 0.237 -0.018
H 5.71959 16.44267 18.31919 0.650 -0.372 -0.284
H 6.98316 16.60744 17.45159 0.075 -0.052 0.128
O 4.65932 19.15650 20.58030 -0.606 -0.033 -0.191
H 3.94333 19.70697 20.92093 0.093 0.040 0.017
H 4.21206 18.43748 20.10213 0.186 0.130 0.124
O 7.17302 18.06707 21.20497 -0.173 0.023 -0.094
H 6.47117 18.55349 20.73788 0.321 -0.330 0.622
H 6.71919 17.34878 21.67835 0.231 0.111 -0.516
O 1.76820 17.36938 22.05123 -0.063 -0.084 -0.315
H 1.07875 16.69788 21.99935 0.102 -0.010 0.149
H 1.76982 17.79271 21.17828 0.103 0.153 0.291
O 4.05659 16.98676 18.72335 -0.649 0.214 0.045
H 3.78975 17.62549 18.04749 0.077 -0.081 0.065
H 3.40753 16.27321 18.65835 0.194 0.026 0.015
O 3.83564 22.91011 19.75741 0.203 -0.221 0.128
H 3.73737 22.36175 20.55625 -0.185 0.353 -0.551
H 3.14366 23.57244 19.83487 0.020 -0.001 0.049
O 1.49499 19.03780 19.64626 -0.221 -0.143 -0.183
H 1.32507 19.90186 19.25165 0.164 -0.004 0.084
H 0.75381 18.49152 19.35635 0.016 0.127 -0.064
O 5.78826 15.45823 21.58361 -0.135 0.003 0.617
H 5.26876 15.75646 20.83475 0.052 0.049 -0.159
H 5.33776 15.84561 22.37138 0.174 -0.267 -0.555
O 7.21734 21.10458 21.54420 -0.044 0.263 0.040
H 6.48784 21.58475 21.94732 0.047 0.005 -0.066
H 6.90055 20.87504 20.66451 0.007 -0.067 0.054
O 4.33904 16.83698 23.41348 -0.284 0.204 0.147
H 4.64370 17.72961 23.61483 0.057 -0.098 -0.084
H 3.53647 16.95807 22.87842 -0.015 0.079 0.155
O 2.58866 21.65763 21.87938 -0.081 -0.078 0.448
H 1.64347 21.49885 21.98076 0.065 -0.070 -0.057
H 2.85044 22.09798 22.69802 -0.010 -0.108 -0.041

Record 2
33
Properties=species:S:1:pos:R:3:forces:R:3 method="wB97M-V/def2-TZVPD" charge=0 relative_energy_ev=1.5972 e_homo_ev=-10.54 lumo_energy_ha=-0.01303 smiles=O.O.O.O.O.O.O.O.O.O.O energy_ev=-22879.9167 gap_ev=10.2
O 18.87291 13.84656 24.04535 0.219 0.491 -0.285
H 18.22767 14.21581 23.42817 -0.044 -0.213 0.059
H 19.69309 14.35781 23.87938 -0.336 -0.139 0.215
O 18.62324 12.02726 26.13439 0.341 0.251 -0.209
H 19.51897 11.72342 26.30863 -0.100 -0.064 0.067
H 18.70730 12.63851 25.37242 -0.077 -0.323 0.213
O 15.97386 12.84042 26.36246 0.194 -0.113 0.212
H 16.81935 12.43172 26.62799 -0.342 0.185 -0.263
H 16.22057 13.66774 25.93881 -0.041 -0.017 0.045
O 18.13192 17.65686 27.61737 -0.012 -0.357 0.278
H 18.33607 18.36836 28.23345 -0.154 0.194 -0.244
H 18.03617 16.86702 28.16938 -0.580 0.152 -0.114
O 21.03526 15.62093 24.14065 0.191 0.078 0.164
H 20.88051 16.32279 24.78899 -0.096 -0.087 -0.103
H 21.83117 15.16860 24.44793 -0.021 0.107 -0.118
O 20.57649 17.64994 28.90396 0.034 -0.147 0.129
H 20.14752 18.23112 29.54116 0.180 -0.068 0.070
H 19.85572 17.16796 28.47510 0.518 0.266 0.036
O 15.89591 17.24353 22.96458 -0.017 0.061 0.176
H 15.21568 17.87392 23.22232 0.043 -0.020 -0.080
H 16.63957 17.42824 23.55378 0.019 -0.114 -0.086
O 15.08823 16.96525 27.31556 0.057 0.113 -0.112
H 15.60536 17.11830 26.51502 -0.043 -0.059 0.071
H 14.22715 17.35339 27.12816 0.029 -0.084 0.025
O 18.09602 16.52896 25.10630 0.225 0.167 0.337
H 18.24033 17.01258 25.94219 -0.104 -0.246 -0.284
H 18.37577 15.62353 25.29504 -0.121 -0.119 -0.208
O 19.25632 18.04662 22.48305 0.242 -0.071 -0.150
H 19.94223 18.48326 21.96345 -0.098 -0.056 0.002
H 19.65429 17.21402 22.76963 -0.081 0.080 0.024
O 18.66573 19.57806 24.77252 0.049 0.116 -0.303
H 18.31919 18.88467 25.33508 -0.040 0.000 0.012
H 18.80407 19.14380 23.90588 -0.037 0.037 0.423

Record 3
33
Properties=species:S:1:pos:R:3:forces:R:3 method="wB97M-V/def2-TZVPD" charge=0 relative_energy_ev=1.7847 e_homo_ev=-9.80 lumo_energy_ha=-0.02125 smiles=O.O.O.O.O.O.O.O.O.O.O energy_ev=-22879.7292 gap_ev=9.2
O 26.11100 -6.35200 -6.52100 -0.094 -0.380 0.095
H 25.89300 -7.20500 -6.91400 0.115 0.056 0.180
H 26.28300 -5.79100 -7.27900 0.026 0.373 -0.320
O 23.14000 -7.08000 -8.65100 0.516 -0.359 -0.493
H 23.27600 -7.64100 -9.44900 -0.153 0.101 0.403
H 23.76100 -7.48000 -8.02400 -0.402 0.166 0.130
O 23.24900 -6.02400 -11.97000 0.530 0.619 -1.408
H 22.98000 -5.47800 -12.73000 0.156 -0.460 0.392
H 22.65800 -5.79300 -11.27300 -0.861 0.244 0.978
O 22.77700 -3.40100 -8.25300 -0.885 -1.246 -1.182
H 23.49100 -3.97900 -8.59900 -0.252 0.451 0.556
H 23.19700 -2.64000 -7.91200 0.712 1.170 0.809
O 26.76800 -2.71500 -7.87500 0.360 0.194 -0.349
H 27.51700 -2.32100 -8.35800 -0.490 -0.241 0.304
H 26.01400 -2.20400 -8.19600 0.177 0.123 -0.009
O 22.65500 -5.60900 -6.00500 -1.987 -1.161 -0.662
H 23.29000 -5.41400 -5.35900 1.411 0.648 1.058
H 23.07700 -5.51700 -6.85200 0.225 0.359 -0.335
O 24.24300 -2.85400 -10.75900 -0.547 0.500 -0.092
H 24.33100 -3.30100 -11.58700 0.402 -0.532 -1.045
H 23.34000 -2.51000 -10.80900 -0.049 -0.068 0.620
O 24.88000 -4.89100 -9.04100 1.484 1.351 0.543
H 24.91400 -4.31500 -9.81800 -0.079 -0.413 0.159
H 24.39400 -5.67700 -9.19400 -1.080 -1.489 -0.477
O 25.85600 -0.82200 -10.05400 0.433 -1.440 0.953
H 25.26700 -1.44700 -10.49200 -0.003 -0.271 0.039
H 25.71700 -0.01900 -10.49300 -0.168 1.951 -0.833
O 24.14200 -8.27400 -10.86900 0.226 -1.115 0.488
H 24.03300 -8.98900 -11.51400 0.011 0.585 0.154
H 24.18500 -7.42900 -11.31400 -0.054 0.146 -0.768
O 24.75300 -3.63200 -5.75400 -1.225 1.090 0.658
H 25.17200 -4.20600 -5.13400 0.734 -0.609 0.385
H 25.17000 -3.75300 -6.58800 0.812 -0.346 -0.927

Record 4
33
Properties=species:S:1:pos:R:3:forces:R:3 method="wB97M-V/def2-TZVPD" charge=0 relative_energy_ev=7.5219 e_homo_ev=-10.81 lumo_energy_ha=-0.01542 smiles=O.O.O.O.O.O.O.O.O.O.O energy_ev=-22873.9920 gap_ev=10.4
O 0.61896 1.35654 4.84054 -0.718 -2.861 -1.462
H 0.68037 2.25467 5.07081 -0.359 1.809 -0.154
H 0.03616 1.16795 4.04610 1.092 1.007 1.586
O 0.59100 -1.98212 -4.02638 6.153 -4.137 12.158
H 0.26881 -1.95341 -3.09939 -0.452 0.776 -2.084
H 0.32684 -1.76860 -4.76237 -5.796 4.017 -10.979
O -1.77618 0.69210 1.19137 -1.396 -3.071 4.514
H -1.38765 1.08882 0.48867 0.247 2.187 -3.186
H -2.65481 0.89071 1.57639 1.011 0.632 -1.349
O -0.54342 2.00815 -1.95041 -4.357 -1.429 5.142
H -1.50393 1.50591 -1.84578 3.534 1.997 -0.901
H -0.55913 2.08646 -0.88823 1.242 0.578 -3.362
O 3.62999 -1.74394 1.33604 -0.569 4.712 1.983
H 3.77755 -2.54974 0.99755 0.685 -4.699 -2.007
H 4.49167 -1.31003 1.33352 -0.229 0.002 0.054
O -1.40652 5.04444 -1.72279 0.664 -2.539 -0.628
H -1.23732 4.12486 -2.12407 -0.560 1.932 0.379
H -0.84639 4.92005 -0.94737 -0.039 0.562 0.272
O -1.31511 0.05327 -3.49929 4.587 -3.057 -4.276
H -0.41465 0.40402 -3.94640 -3.556 -0.590 2.218
H -1.79108 0.63537 -3.01016 -1.490 2.809 1.134
O 0.31880 -1.83245 3.09656 -4.221 0.226 0.449
H 0.47707 -2.20441 3.93693 0.773 -0.490 1.184
H 1.06712 -1.67283 2.62214 3.553 0.412 -1.620
O -1.99794 -2.51972 1.23773 4.487 8.582 -6.798
H -1.64372 -1.62529 1.59207 -1.076 -2.866 -0.246
H -2.32487 -3.07132 1.77840 -3.454 -5.714 6.936
O 1.34134 -3.66300 -2.41887 -2.581 0.556 6.309
H 0.41962 -3.78357 -2.64373 -0.572 -0.152 0.582
H 1.66863 -3.85656 -3.19885 3.345 -1.138 -6.069
O 0.37825 2.80818 1.69309 -0.763 -1.949 -0.834
H 1.30420 2.58533 1.81986 0.301 0.204 0.104
H 0.00631 1.91013 1.42630 0.513 1.694 0.951